Record 1
Computed, not measured: an isolated molecule of C4H9NO2 in a non-equilibrium geometry, with wB97M-V/def2-TZVPD.

Charge ... 0
Energy relative to the best compared isomer or geometry (same formula, charge and spin) ... 206.97 kJ/mol
HOMO-LUMO gap ... 10.28 eV
Maximum force ... 0.0477 Eh/bohr
E_LUMO ... 0.706 eV

```
16
Properties=species:S:1:pos:R:3:forces:R:3:lowdin_charge:R:1
N 0.46532 -0.62225 -1.12686 -0.523 -1.010 0.158 0.038
C -0.28028 0.16867 -0.10117 0.743 0.497 -2.282 -0.398
C -1.39619 -0.68238 0.48972 -0.108 -0.569 0.095 -0.216
O -2.11669 -1.40972 -0.49253 0.052 -0.639 -0.755 -0.081
C 0.77141 0.76231 0.80807 -0.425 -0.592 0.012 -0.135
C 1.84888 1.42561 -0.01940 1.006 -0.309 -0.749 -0.270
O 3.01446 1.34163 0.28298 -0.133 0.171 0.380 0.042
H -0.16744 -1.36279 -1.43434 -0.164 0.467 -0.490 0.062
H 1.20847 -1.20647 -0.74207 0.161 0.551 0.488 0.081
H -0.63081 1.04580 -0.71091 -0.497 -0.705 0.621 0.148
H -2.13067 -0.17793 1.11777 0.434 0.308 0.340 0.123
H -0.89966 -1.51772 1.00960 -0.132 0.548 0.477 0.132
H -2.90295 -1.00900 -0.87115 0.187 0.574 0.324 0.092
H 0.26675 1.43502 1.48873 0.265 0.357 0.428 0.122
H 1.28943 -0.04635 1.33537 -0.116 0.267 0.341 0.128
H 1.65999 1.85558 -1.03380 -0.748 0.085 0.612 0.132
```
Positions in Å, forces in eV/Å.

=====

Record 2
Computed, not measured: a structure of composition C4H9NO2, with wB97M-V/def2-TZVPD.

Charge ... 0
Energy relative to the best compared isomer or geometry (same formula, charge and spin) ... 385.65 kJ/mol
HOMO-LUMO gap ... 9.94 eV
Maximum force ... 0.0118 Eh/bohr
E_LUMO ... 0.782 eV

```
16
Properties=species:S:1:pos:R:3:forces:R:3:lowdin_charge:R:1
C 1.29258 1.70008 -0.57531 0.028 0.036 0.010 -0.056
C 0.15277 0.69529 -0.48718 0.049 0.245 0.280 -0.451
O 0.20357 -0.07013 -1.66673 -0.152 -0.186 -0.060 -0.044
C 0.29483 -0.17212 0.77469 0.146 0.012 -0.042 -0.127
N -0.95442 -0.77907 1.25820 -0.228 -0.198 -0.017 0.022
C -1.61317 -1.76136 0.66375 0.345 0.448 0.214 -0.254
O -1.17994 -2.19417 -0.51210 -0.134 -0.046 0.189 -0.071
H 1.25972 2.42150 0.24827 -0.011 -0.111 -0.109 0.080
H 1.22202 2.24336 -1.52129 0.006 -0.066 0.133 0.083
H 2.25754 1.18123 -0.55649 -0.127 0.055 0.006 0.087
H -0.80478 1.24029 -0.41024 0.121 -0.093 -0.052 0.144
H -0.33647 -0.86822 -1.53286 0.114 0.107 -0.091 0.052
H 1.02734 -0.96189 0.57110 -0.086 0.091 0.016 0.137
H 0.67211 0.43407 1.60377 -0.045 -0.070 -0.149 0.125
H -1.31566 -0.47487 2.14901 0.028 -0.044 -0.126 0.128
H -2.17801 -2.63399 -0.00659 -0.054 -0.179 -0.202 0.145
```
Positions in Å, forces in eV/Å.

=====

Record 3
Computed, not measured: an isolated molecule of C4H9NO2, with wB97M-V/def2-TZVPD.

Charge ... 0
Energy relative to the best compared isomer or geometry (same formula, charge and spin) ... 112.08 kJ/mol
HOMO-LUMO gap ... 10.00 eV
Maximum force ... 0.0091 Eh/bohr
E_LUMO ... 0.905 eV

```
16
Properties=species:S:1:pos:R:3:forces:R:3:lowdin_charge:R:1
C 0.93386 2.11647 0.97623 0.181 0.097 0.015 -0.135
N -0.35261 1.50188 1.27381 -0.095 0.006 -0.127 -0.123
C -0.31503 0.06020 1.22717 0.042 -0.078 0.064 -0.149
C -0.39870 -0.51676 -0.18019 -0.122 0.219 -0.175 -0.490
O -0.70670 0.11671 -1.16279 0.142 -0.263 0.360 0.103
O -0.14862 -1.83404 -0.18760 0.001 0.137 0.075 -0.042
C -0.32228 -2.48148 -1.44976 -0.018 -0.137 -0.210 -0.049
H 1.64284 1.87415 1.77673 -0.100 0.027 -0.122 0.078
H 0.81841 3.20442 0.96059 0.020 -0.171 -0.019 0.079
H 1.37609 1.80079 0.01721 -0.088 0.030 0.099 0.080
H -1.03470 1.81894 0.59048 0.055 0.003 0.120 0.103
H -1.15839 -0.36296 1.78883 0.093 0.020 -0.098 0.131
H 0.59419 -0.31003 1.71429 -0.136 0.026 -0.079 0.130
H -0.02697 -3.51925 -1.29384 -0.044 0.156 -0.035 0.093
H 0.30337 -2.01195 -2.21231 -0.077 -0.070 0.100 0.095
H -1.36825 -2.42548 -1.76344 0.148 -0.002 0.031 0.097
```
Positions in Å, forces in eV/Å.

=====

Record 4
Computed, not measured: an isolated molecule of C4H9NO2, with wB97M-V/def2-TZVPD.

Charge ... 0
Energy relative to the best compared isomer or geometry (same formula, charge and spin) ... 33.50 kJ/mol
HOMO-LUMO gap ... 10.23 eV
Maximum force ... 0.0086 Eh/bohr
E_LUMO ... 0.666 eV

```
16
Properties=species:S:1:pos:R:3:forces:R:3:lowdin_charge:R:1
C -2.02949 -0.30138 -0.50144 -0.044 -0.033 -0.010 -0.053
C -0.58272 0.16933 -0.44560 0.009 -0.237 -0.106 -0.436
O -0.51054 1.40435 0.27110 -0.040 0.177 0.005 -0.062
C 0.30800 -0.83907 0.27900 -0.024 -0.040 -0.021 -0.071
C 1.80594 -0.53557 0.29388 0.105 -0.130 0.013 -0.538
N 2.14730 0.72239 0.67990 0.068 -0.012 -0.068 0.167
O 2.63317 -1.39219 0.02165 -0.304 0.309 0.084 0.035
H -2.43406 -0.36373 0.51440 0.064 -0.041 -0.129 0.089
H -2.11486 -1.28218 -0.97885 0.034 0.126 0.045 0.085
H -2.64667 0.40390 -1.07074 0.091 -0.085 0.065 0.080
H -0.19675 0.31217 -1.46742 -0.053 0.016 0.144 0.149
H -1.10762 2.03743 -0.14175 0.044 -0.035 0.022 0.099
H -0.04453 -0.92049 1.31560 0.084 0.010 -0.101 0.136
H 0.20685 -1.82230 -0.19001 -0.011 0.180 0.076 0.127
H 3.12529 0.96711 0.65803 -0.132 -0.046 -0.006 0.111
H 1.44070 1.44024 0.76227 0.108 -0.160 -0.012 0.081
```
Positions in Å, forces in eV/Å.

=====

Record 5
Computed, not measured: an isolated molecule of C4H9NO2, with wB97M-V/def2-TZVPD.

Charge ... 0
Energy relative to the best compared isomer or geometry (same formula, charge and spin) ... 124.99 kJ/mol
HOMO-LUMO gap ... 10.60 eV
Maximum force ... 0.0069 Eh/bohr
E_LUMO ... 0.867 eV

```
16
Properties=species:S:1:pos:R:3:forces:R:3:lowdin_charge:R:1
C -2.43482 0.27893 0.96654 -0.257 0.085 0.123 -0.114
O -1.23125 -0.29673 0.52321 0.028 -0.051 0.003 -0.201
C -0.67808 0.39786 -0.57185 0.124 0.105 -0.205 -0.234
C 0.61639 -0.29098 -0.95349 -0.077 0.025 -0.166 -0.164
N 1.49696 -0.38130 0.19098 0.098 -0.047 0.029 0.025
C 2.84637 -0.35742 0.06132 0.015 0.035 -0.068 -0.366
O 3.44153 -0.15164 -0.97913 -0.171 -0.077 0.299 0.009
H -2.28934 1.32393 1.28135 0.001 -0.157 -0.042 0.091
H -3.20190 0.25790 0.17739 0.113 -0.007 0.109 0.090
H -2.78453 -0.30646 1.81986 0.036 0.096 -0.126 0.090
H -0.48943 1.44896 -0.29870 -0.013 -0.138 -0.005 0.130
H -1.37156 0.38626 -1.42861 0.095 0.007 0.128 0.128
H 1.13706 0.27277 -1.73174 -0.101 -0.078 0.079 0.126
H 0.39758 -1.29094 -1.35050 0.016 0.120 0.044 0.131
H 1.08052 -0.64969 1.07052 0.122 0.034 -0.086 0.130
H 3.36533 -0.53620 1.02181 -0.030 0.050 -0.116 0.129
```
Positions in Å, forces in eV/Å.

=====

Record 6
Computed, not measured: a cluster of 2 separate species, C4H9NO2 in total, with wB97M-V/def2-TZVPD.

Charge ... 0
Energy relative to the best compared isomer or geometry (same formula, charge and spin) ... 332.50 kJ/mol
HOMO-LUMO gap ... 8.97 eV
Maximum force ... 0.0110 Eh/bohr
E_LUMO ... 0.809 eV

```
16
Properties=species:S:1:pos:R:3:forces:R:3:lowdin_charge:R:1
C -1.26364 -1.57991 0.66140 -0.044 -0.047 0.007 -0.093
C -0.79285 -0.18333 0.29468 0.033 0.008 0.137 -0.255
C 2.15956 0.48262 1.37824 0.474 0.281 0.135 -0.001
O 2.45791 1.55470 0.71322 -0.212 -0.280 0.083 -0.042
N -0.84171 0.01300 -1.15036 0.031 0.089 -0.108 0.030
C -0.08019 0.87815 -1.83225 -0.001 0.020 -0.020 -0.321
O 0.78803 1.61428 -1.37125 -0.191 -0.217 0.007 -0.010
H -2.28159 -1.77963 0.30429 0.119 0.007 0.051 0.070
H -1.26212 -1.69434 1.74945 -0.007 0.012 -0.165 0.077
H -0.58911 -2.33427 0.24274 -0.114 0.093 0.044 0.078
H -1.40346 0.58232 0.79123 0.037 -0.107 -0.086 0.124
H 2.87746 0.48465 2.23402 -0.009 0.029 -0.108 0.011
H 0.24451 -0.05934 0.63175 -0.278 0.025 -0.107 0.030
H 1.83657 1.61957 -0.06217 0.037 0.015 0.010 0.033
H -1.54483 -0.48887 -1.67301 0.100 0.079 0.011 0.134
H -0.30455 0.89040 -2.91200 0.027 -0.006 0.107 0.136
```
Positions in Å, forces in eV/Å.

=====

Record 7
Computed, not measured: a cluster of 2 separate species, C4H9NO2 in total, with wB97M-V/def2-TZVPD.

Charge ... 0
Energy relative to the best compared isomer or geometry (same formula, charge and spin) ... 529.03 kJ/mol
HOMO-LUMO gap ... 8.53 eV
Maximum force ... 0.0095 Eh/bohr
E_LUMO ... -0.613 eV

```
16
Properties=species:S:1:pos:R:3:forces:R:3:lowdin_charge:R:1
C -1.18087 -1.38093 -0.04494 0.007 0.130 0.040 0.111
C -1.00588 -0.15744 0.45633 0.005 -0.333 -0.074 -0.324
C 0.12282 0.23648 1.38094 -0.165 0.141 0.109 -0.192
O 1.31478 -0.44165 1.06463 0.034 -0.060 0.099 -0.189
C 1.99114 0.14432 -0.02485 0.150 0.072 -0.224 -0.102
N -1.99026 0.79842 0.01236 0.111 0.415 0.231 -0.015
O -1.83261 1.91741 0.44726 -0.100 -0.446 -0.154 -0.007
H -0.49427 -2.18999 0.18522 -0.087 0.136 -0.005 0.086
H -2.01748 -1.57508 -0.70980 0.098 0.060 0.085 0.074
H 0.24815 1.32711 1.35511 0.038 -0.153 -0.020 0.116
H -0.12956 -0.04191 2.40938 -0.010 0.061 -0.125 0.138
H 2.85265 -0.48772 -0.25065 -0.109 0.103 0.041 0.092
H 1.35273 0.20393 -0.91799 0.062 -0.017 0.106 0.076
H 2.33935 1.15645 0.22768 -0.050 -0.134 -0.038 0.093
H -0.63813 0.39695 -3.10013 0.010 0.003 -0.033 0.039
H -0.93256 0.09367 -2.49055 0.006 0.022 -0.039 0.005
```
Positions in Å, forces in eV/Å.

=====

Record 8
Computed, not measured: an isolated molecule of C4H9NO2 in a non-equilibrium geometry, with wB97M-V/def2-TZVPD.

Charge ... 0
Energy relative to the best compared isomer or geometry (same formula, charge and spin) ... 435.50 kJ/mol
HOMO-LUMO gap ... 10.21 eV
Maximum force ... 0.0745 Eh/bohr
E_LUMO ... 0.844 eV

```
16
Properties=species:S:1:pos:R:3:forces:R:3:lowdin_charge:R:1
C 0.53648 -1.11490 -1.33322 -0.529 -0.422 0.544 0.044
C 0.48946 -0.37332 -0.22770 1.094 2.818 -1.532 -0.299
C 1.62285 -0.33653 0.75407 -0.199 -0.166 0.608 -0.073
C -0.33605 1.07894 -0.37830 0.191 -2.476 1.077 -0.395
O -0.19847 1.83372 0.76124 0.254 0.495 0.254 -0.002
O -1.66143 0.73817 -0.60785 -0.918 0.459 -0.419 -0.169
N -2.08145 -0.03493 0.53789 2.899 -1.321 -0.717 0.026
H -0.27551 -1.08755 -2.04442 0.063 0.289 -0.345 0.070
H 1.33333 -1.82042 -1.51706 -0.064 -0.367 0.161 0.068
H 1.29692 0.03001 1.72826 -0.065 -0.004 -0.009 0.073
H 2.40441 0.35401 0.43538 -0.009 0.024 -0.126 0.090
H 2.06417 -1.31836 0.92260 0.025 -0.054 -0.201 0.078
H 0.01584 1.64758 -1.24182 0.047 -0.220 0.175 0.161
H -0.74763 1.40172 1.43795 0.026 0.043 -0.171 0.092
H -3.09334 -0.07789 0.42943 0.439 -0.883 -0.240 0.090
H -1.36957 -0.92026 0.34354 -3.254 1.785 0.941 0.147
```
Positions in Å, forces in eV/Å.

=====

Record 9
Computed, not measured: an isolated molecule of C4H9NO2 in a non-equilibrium geometry, with wB97M-V/def2-TZVPD.

Charge ... 0
Energy relative to the best compared isomer or geometry (same formula, charge and spin) ... 571.30 kJ/mol
HOMO-LUMO gap (spin up / spin down) ... 9.02 / 9.02 eV
Maximum force ... 0.0289 Eh/bohr
E_LUMO (spin up / spin down) ... 0.175 / 0.175 eV

```
16
Properties=species:S:1:pos:R:3:forces:R:3:lowdin_charge:R:1
C 2.01804 0.45094 -0.09340 0.244 0.168 -0.137 -0.105
O 1.19789 -0.45694 0.60560 0.022 -0.132 0.004 -0.183
C 0.07444 0.12432 1.23266 -0.112 0.152 0.007 -0.181
C -1.23410 -0.09320 0.49043 0.041 0.104 -0.501 -0.336
C -1.45349 -1.39568 -0.17401 0.073 -0.366 -0.205 -0.022
N -1.89299 0.82495 -0.16924 -0.057 -0.460 0.174 0.015
O -0.84364 1.51751 -0.85086 0.390 0.349 -0.206 -0.084
H 2.89711 -0.11109 -0.41372 -0.086 0.095 0.017 0.092
H 1.52207 0.88426 -0.97070 0.111 -0.069 0.105 0.075
H 2.33586 1.28052 0.55234 -0.022 -0.109 -0.057 0.095
H 0.21458 1.19480 1.42226 -0.008 -0.134 -0.073 0.124
H -0.02562 -0.38411 2.20658 -0.133 0.091 -0.258 0.136
H -0.99322 -2.28186 0.25239 -0.219 -0.070 0.226 0.084
H -0.83877 -1.11145 -1.08607 -0.407 -0.965 0.492 0.107
H -2.47595 -1.51394 -0.53992 0.124 -0.117 0.146 0.096
H -0.53585 0.72929 -1.37617 0.037 1.462 0.267 0.084
```
Positions in Å, forces in eV/Å.

=====

Record 10
Computed, not measured: an isolated molecule of C4H9NO2, with wB97M-V/def2-TZVPD.

Charge ... 0
Energy relative to the best compared isomer or geometry (same formula, charge and spin) ... 187.05 kJ/mol
HOMO-LUMO gap ... 9.76 eV
Maximum force ... 0.0061 Eh/bohr
E_LUMO ... 0.883 eV

```
16
Properties=species:S:1:pos:R:3:forces:R:3:lowdin_charge:R:1
O 1.22115 1.44344 0.51777 -0.043 0.299 0.094 -0.013
C 0.67539 0.24202 1.01839 -0.114 -0.221 0.152 -0.398
C -0.88016 0.29382 1.05622 0.017 0.056 0.178 -0.156
O -1.45117 -0.54348 0.08078 -0.083 -0.031 -0.019 -0.140
C -0.89586 -0.26393 -1.19141 0.037 0.042 -0.190 -0.183
C 0.60429 -0.64894 -1.20898 -0.001 -0.025 -0.168 -0.174
N 1.14345 -0.80684 0.14210 -0.112 -0.065 0.051 -0.006
H 0.73261 2.17773 0.90975 0.138 -0.075 -0.098 0.093
H 1.06672 0.03614 2.02579 -0.074 0.045 -0.132 0.143
H -1.22282 1.33490 0.90712 0.034 -0.121 0.003 0.123
H -1.26484 -0.05820 2.01792 0.104 0.050 -0.093 0.126
H -1.02876 0.80637 -1.42018 0.029 -0.154 0.037 0.121
H -1.47573 -0.84521 -1.91376 0.120 0.096 0.078 0.120
H 1.18425 0.11991 -1.72681 -0.091 -0.112 0.045 0.110
H 0.76201 -1.59377 -1.73810 -0.055 0.132 0.087 0.114
H 0.82948 -1.69395 0.52340 0.095 0.084 -0.024 0.119
```
Positions in Å, forces in eV/Å.